(1)
The following is a quantum chemistry calculation of a cluster of 2 separate species, C4H10N2O in total, from OMol25.

Values from the calculation:
**HOMO**: -8.546 eV
**HOMO-LUMO gap**: 0.333 hartree
**Multiplicity**: 1
**Total charge**: 0

Positions of all 17 atoms, in Å:
H 1.357 -1.299 -0.729
H -0.063 0.494 -2.070
N -1.480 -1.247 0.073
H 0.413 0.318 2.070
H 1.449 1.101 -1.344
C -1.399 0.058 0.153
H -0.073 2.034 -1.167
C 0.508 -1.651 -0.132
O -2.182 0.988 0.304
H 0.797 -1.777 0.907
H 0.135 -2.575 -0.569
C 0.629 0.932 1.190
H 0.183 1.925 1.331
C 0.363 1.029 -1.215
H -2.413 -1.650 0.117
H 1.714 1.022 1.074
N 0.062 0.298 0.008

natural (NBO) atomic charge list, values in e, 4 entries: H 0.164; H 0.219; N -0.786; H 0.215


(2)
The following is a quantum chemistry calculation of the molecule C17H24FN3O3S, from OMol25.

Values from the calculation:
**HOMO**: -9.177 eV
**SMILES string**: O=C(NCc1ccc(F)cc1)C1CCN(S(=O)(=O)N2CCCC2)CC1
**HOMO-LUMO gap**: 0.358 hartree
**Multiplicity**: 1
**Total charge**: 0

Positions of all 49 atoms, in Å:
H -2.798 -1.821 1.300
C 1.731 1.813 -1.208
C 0.972 0.855 1.420
H 0.501 1.014 2.392
N 2.666 1.800 -0.108
H 2.511 -2.269 -1.214
C 3.405 -1.639 -1.186
C 5.139 -2.203 0.427
H 3.192 -2.276 1.408
C 2.054 1.912 1.194
H 1.045 -0.232 -1.108
H -0.099 0.885 -1.864
H -3.470 -0.955 -1.101
H 1.622 2.916 1.276
O 4.469 0.916 -1.555
F -7.758 0.312 -1.492
H -5.481 -0.432 -2.468
H 5.965 -1.492 0.427
H -7.667 0.439 1.089
C -6.743 0.136 0.624
H 3.440 -1.017 -2.077
H -3.411 -0.807 2.635
N -2.137 0.110 1.261
O -0.877 -1.341 0.087
H 4.177 -0.859 1.876
H -5.662 -0.071 2.452
H 5.440 -2.204 -1.731
H 2.314 1.637 -2.112
N 3.309 -0.779 -0.017
C 0.624 0.771 -1.054
C -0.074 0.923 0.298
C -1.063 -0.219 0.508
H 2.858 1.814 1.923
C 4.679 -2.493 -1.009
H -2.289 1.069 1.527
O 4.812 1.077 0.881
H 5.443 -3.101 0.962
H -0.595 1.887 0.342
S 3.959 0.772 -0.227
H 1.295 2.818 -1.261
C -3.194 -0.836 1.563
C -4.436 -0.544 0.761
C -6.666 0.030 -0.752
H 4.452 -3.549 -1.149
C -5.502 -0.357 -1.392
C -4.389 -0.644 -0.626
C 3.919 -1.533 1.064
H 1.429 -0.134 1.408
C -5.616 -0.150 1.376

natural (NBO) atomic charge list, values in e, 4 entries: H 0.248; C -0.231; C -0.413; H 0.212


(3)
The following is a quantum chemistry calculation of the molecule C3H3NO3, from OMol25.

Values from the calculation:
**HOMO (spin up / spin down)**: -9.630 / -9.631 eV
**HOMO-LUMO gap (spin up / spin down)**: 0.302 / 0.302 hartree
**Multiplicity**: 1
**Total charge**: 0

Positions of all 10 atoms, in Å:
H -1.972 -0.317 0.705
C -0.939 -0.316 0.367
C 1.343 -0.834 0.836
O -0.123 -0.912 1.133
O 0.629 0.060 -1.323
N -1.262 1.439 -0.944
C -0.461 0.416 -0.822
H 1.578 -1.419 -0.044
O 1.994 -0.250 1.622
H -0.788 2.133 -1.530

natural (NBO) atomic charge list, values in e, 4 entries: H 0.213; C 0.442; C 0.649; O -0.444


(4)
The following is a quantum chemistry calculation of the molecule C3H5NS, from OMol25.

Values from the calculation:
**HOMO (spin up / spin down)**: -8.361 / -7.549 eV
**HOMO-LUMO gap (spin up / spin down)**: 0.302 / 0.236 hartree
**Multiplicity**: 1
**Total charge**: 0

Positions of all 10 atoms, in Å:
N -1.330 0.751 0.184
C 1.439 -1.411 -0.065
H 1.620 -2.125 -0.869
C 0.954 -0.419 0.528
C -0.142 0.602 -0.389
H 0.701 1.325 -0.272
H -0.228 0.268 -1.465
H -1.332 1.404 0.903
H 0.965 -0.035 1.455
S -2.647 -0.362 -0.010

natural (NBO) atomic charge list, values in e, 4 entries: N -0.617; C -0.112; H 0.226; C -0.309


(5)
The following is a quantum chemistry calculation of a structure of composition C32H34InN6O9P2S, from OMol25.

Values from the calculation:
**HOMO**: -4.124 eV
**HOMO-LUMO gap**: 0.237 hartree
**Multiplicity**: 1
**Total charge**: -1

Positions of all 85 atoms, in Å:
H 2.941 -3.168 1.092
H 2.953 1.771 2.895
H -5.998 1.739 2.336
H 1.179 0.594 4.486
C -1.079 -3.956 -0.216
H 3.482 4.763 -3.293
C -1.849 -2.935 -0.856
C -2.836 0.913 -3.223
C -3.217 2.845 -4.616
C 0.300 -6.096 0.881
H 4.225 -4.379 0.832
C 0.456 2.327 1.604
C -4.582 2.599 -4.589
C -2.348 2.008 -3.931
H -4.569 -0.188 -2.652
C -3.417 2.322 0.388
H 1.454 4.677 0.967
O 3.242 -0.509 0.647
C -2.655 -0.123 1.268
P 0.962 -1.423 2.771
H -5.263 3.257 -5.117
P 3.545 -0.030 1.998
H 2.625 5.342 -1.121
H -1.646 2.136 -0.818
C -1.093 -6.167 0.752
H 3.526 -2.448 3.729
C 1.014 -4.993 0.476
H -4.381 -0.096 2.545
H -1.280 2.183 -3.930
O 0.427 -0.794 1.504
N -1.431 -1.809 -1.323
In 0.477 -0.716 -0.738
C 2.084 2.027 -1.728
H -1.616 -7.060 1.070
H -2.831 3.689 -5.174
H 0.168 1.287 1.641
O -0.684 0.494 -2.320
H 0.850 -6.924 1.312
O 5.057 -0.449 2.391
C -4.206 1.697 1.355
H 2.733 0.749 4.986
N 1.377 1.716 -0.600
C -1.872 0.053 -2.470
C 3.488 2.765 -4.074
H 1.111 2.546 2.451
H 2.633 -1.865 5.131
H -0.951 -0.785 3.532
C 0.341 -3.863 -0.111
H 3.380 0.677 -4.561
S 2.140 -0.666 -2.569
C -3.801 0.438 1.802
N -1.901 0.478 0.357
H -2.322 -1.112 1.573
N -5.317 2.325 1.884
H -2.906 -3.158 -1.024
H -3.694 3.292 -0.009
C 3.267 -1.557 4.297
H 4.014 3.023 -4.985
O 2.371 -5.117 0.634
N -2.361 -1.067 -2.000
C 3.194 3.729 -3.146
C -4.207 0.667 -3.206
C 2.518 3.366 -1.968
H -5.700 3.085 1.350
C -2.284 1.679 -0.069
C 1.625 3.967 0.167
H -0.431 2.956 1.702
O 1.114 -2.878 2.895
C 2.270 4.329 -0.969
O 1.000 -2.866 -0.593
C 3.121 1.442 -3.840
H -6.142 1.316 -3.870
C 1.166 2.637 0.320
O -0.073 -0.850 3.934
H 4.182 -1.097 4.675
N 2.140 0.666 4.168
H -2.846 -5.151 0.100
C -5.075 1.508 -3.884
C 2.498 -0.564 3.425
C 2.436 1.029 -2.701
H 5.395 -0.999 1.667
H 3.333 -3.684 -0.549
C -1.768 -5.108 0.213
O 3.566 1.553 2.156
C 3.255 -4.012 0.486

Mulliken atomic charge list, values in e, 4 entries: H 0.128; H 0.457; H 0.219; H 0.305


(6)
The following is a quantum chemistry calculation of a cluster of 2 separate species, C5H10N3O3 in total, from OMol25.

Values from the calculation:
**HOMO**: -12.234 eV
**HOMO-LUMO gap**: 0.338 hartree
**Multiplicity**: 1
**Total charge**: +1

Positions of all 21 atoms, in Å:
H 2.199 -2.176 -0.415
H -2.541 0.275 -1.685
O 0.062 1.361 1.924
C -1.857 0.034 -2.450
H -2.106 0.843 -3.127
O 1.733 -1.903 0.391
H -0.719 0.065 3.917
N 0.394 -1.619 0.072
C 1.445 1.415 -0.932
C 0.407 0.685 -1.490
H -0.706 -1.505 3.129
H 1.131 1.584 0.155
H 1.566 2.246 -1.568
O -0.081 -2.111 -0.881
C -0.123 -0.677 0.742
H 2.364 0.823 -0.698
N -0.573 0.410 -2.014
N -0.349 -0.583 3.122
H -0.296 1.713 2.749
C -0.151 0.025 1.924
H -1.798 -0.905 -2.866

natural (NBO) atomic charge list, values in e, 4 entries: H 0.488; H 0.256; O -0.654; C -0.427


(7)
The following is a quantum chemistry calculation of the molecule C4H8O3, from OMol25.

Values from the calculation:
**HOMO**: -10.316 eV
**SMILES string**: COC(=O)[C@@H](C)O
**HOMO-LUMO gap**: 0.410 hartree
**Multiplicity**: 1
**Total charge**: 0

Positions of all 15 atoms, in Å:
H 1.293 1.574 -0.821
H 2.268 0.933 1.241
H -3.014 -1.228 -0.704
O -1.123 -0.721 -0.233
O -0.704 0.842 1.336
H -2.764 -0.829 1.026
H 2.675 0.466 -1.007
C -0.315 0.012 0.554
C -2.521 -0.554 -0.004
C 1.141 -0.299 0.252
H 1.227 -1.364 -0.006
H -2.828 0.480 -0.177
H 1.098 0.155 -1.858
O 1.980 0.008 1.350
C 1.587 0.524 -0.950

natural (NBO) atomic charge list, values in e, 4 entries: H 0.211; H 0.470; H 0.196; O -0.512


(8)
The following is a quantum chemistry calculation of a cluster of 2 separate species, C14H11N2O5 in total, from OMol25.

Values from the calculation:
**HOMO**: -3.459 eV
**HOMO-LUMO gap**: 0.216 hartree
**Multiplicity**: 1
**Total charge**: -1

Positions of all 32 atoms, in Å:
O -0.869 0.008 5.311
H -0.357 2.395 -2.351
C 1.153 0.313 2.375
H -0.909 -1.917 3.957
H -1.110 -1.825 -2.647
C 0.254 -0.215 3.321
O 2.386 2.132 0.975
O 1.681 0.801 -2.054
C 1.089 -1.816 1.180
C -1.494 -0.805 -2.723
H -4.292 0.985 -3.495
H -3.455 -1.367 -3.422
O 0.252 1.742 4.543
H 0.936 -1.076 -1.655
C -2.796 -0.542 -3.145
C -3.258 0.783 -3.207
C 0.198 -2.320 2.128
C -1.066 1.584 -2.535
C -0.222 -1.536 3.205
C 2.597 -0.040 0.369
C -0.625 0.253 -2.398
H 1.520 1.333 2.429
C -2.389 1.842 -2.897
H -2.745 2.873 -2.938
C 1.623 -0.494 1.306
C 0.776 -0.021 -1.990
N -0.142 0.559 4.451
H -0.194 -3.332 2.027
N 3.015 1.255 0.311
O 3.988 1.589 -0.419
H 1.383 -2.396 0.303
H 3.074 -0.743 -0.312

natural (NBO) atomic charge list, values in e, 4 entries: O -0.422; H 0.245; C -0.228; H 0.229


(9)
The following is a quantum chemistry calculation of a structure of composition C18H32AgInNO2P, from OMol25.

Values from the calculation:
**HOMO (spin up / spin down)**: -9.821 / -9.781 eV
**HOMO-LUMO gap (spin up / spin down)**: 0.148 / 0.146 hartree
**Multiplicity**: 2
**Total charge**: +1

Positions of all 56 atoms, in Å:
H -1.379 1.922 1.197
H 4.498 1.870 -1.420
H -4.901 -0.892 -1.670
H 1.564 2.417 -2.648
C -3.347 -1.722 -0.096
Ag -3.538 -2.028 2.626
H 2.158 2.459 0.520
C -2.007 2.135 0.251
C 1.520 2.255 -0.411
H 1.165 1.155 -0.372
C -1.903 -2.229 0.081
C 2.324 2.462 -1.788
H 2.170 -0.303 -1.969
N -0.961 -0.879 3.086
H 0.651 -3.941 -0.687
H -3.123 -1.069 -3.753
H 2.711 3.552 -1.777
H -0.619 -1.929 -3.351
C 3.455 -0.436 -0.076
H -4.037 -1.686 0.829
H 0.041 3.656 0.663
C 0.643 -2.792 -0.834
H 1.213 -2.604 -1.823
C -2.827 -1.355 -2.679
C 0.282 3.280 -0.391
H 3.839 1.503 -3.105
C -1.081 2.609 -0.987
In 1.747 -1.690 0.793
O -2.953 3.221 0.542
P 0.336 -0.084 2.161
H 3.421 -2.881 3.004
C -0.846 -2.297 -1.080
H -1.504 -2.598 1.102
H -4.680 1.931 0.463
H -1.899 -0.549 2.790
H 4.437 -0.989 0.100
H -3.657 1.890 2.045
H -1.682 3.348 -1.623
H 0.906 0.556 4.180
C 3.238 -0.070 -1.628
H 3.980 -0.689 -2.261
H -2.563 1.161 0.006
C 3.580 1.479 -1.976
H 3.493 0.556 0.510
C -1.360 -1.853 -2.491
H -4.779 3.343 1.681
H -0.858 -0.726 4.112
H 0.525 4.215 -1.025
C -3.833 -1.271 -1.511
C 2.739 -3.253 2.159
C 2.435 -4.633 1.894
O 1.441 0.547 3.356
C -4.069 2.569 1.212
H -0.767 1.664 -1.555
H 3.080 -5.204 1.142
H 1.580 -5.104 2.483

natural (NBO) atomic charge list, values in e, 4 entries: H 0.179; H 0.214; H 0.251; H 0.205


no.,total energy (eV),largest force on an atom (eV/Å)
1,-9334.57555,0.4
2,-42184.57045,1.1
3,-10789.30610,0.9
4,-15511.93042,4.6
5,-95701.24634,0.8
6,-15946.50286,5.3
7,-10420.06436,0.7
8,-27909.40459,2.6
9,-43211.78321,4.7